*i*
{"formula": "C23H34BeCl2N3O3", "method": "the ωB97M-V functional and the def2-TZVPD basis", "lumo_energy_ev": 2.46, "total_charge": -1, "e_homo_ev": -3.4, "orbital_gap_ev": 5.86, "spin_multiplicity": 1, "species": ["O", "C", "C", "C", "H", "C", "H", "C", "H", "C", "H", "C", "H", "H", "C", "C", "H", "H", "H", "C", "C", "H", "H", "H", "H", "Be", "Cl", "Cl", "C", "O", "N", "C", "C", "H", "H", "H", "H", "H", "H", "H", "H", "H", "C", "C", "N", "H", "C", "O", "H", "H", "H", "H", "N", "C", "C", "C", "C", "C", "C", "H", "H", "H", "H", "H", "H", "H"], "coordinates": [[-0.599, 2.479, -3.947], [-0.086, 3.514, -4.341], [0.822, 3.604, -5.528], [1.215, 2.424, -6.181], [0.856, 1.462, -5.805], [2.051, 2.508, -7.293], [2.347, 1.589, -7.792], [2.500, 3.754, -7.757], [3.171, 3.807, -8.619], [2.086, 4.929, -7.109], [2.421, 5.900, -7.475], [1.245, 4.858, -5.996], [0.902, 5.757, -5.470], [-0.279, 4.491, -3.833], [2.814, 2.102, 0.547], [1.634, 1.554, 1.239], [3.614, 2.444, 1.226], [2.525, 2.921, -0.128], [3.234, 1.326, -0.115], [1.465, 1.298, 2.522], [2.495, 1.487, 3.593], [0.537, 0.858, 2.883], [3.369, 2.006, 3.190], [2.835, 0.525, 3.995], [2.111, 2.063, 4.439], [0.303, 0.998, 0.168], [1.176, -0.674, -0.436], [-0.045, 2.283, -1.232], [0.928, -2.431, 2.411], [-0.187, -1.911, 2.305], [1.225, -3.436, 3.274], [0.188, -3.936, 4.165], [2.594, -3.892, 3.501], [1.777, -2.114, 1.769], [-0.753, -3.428, 3.928], [0.467, -3.751, 5.213], [0.069, -5.019, 4.022], [3.238, -3.438, 2.738], [2.663, -4.987, 3.425], [2.961, -3.604, 4.500], [-3.512, 0.836, 3.712], [-5.140, 1.586, 1.883], [-2.710, 1.389, 3.213], [-4.324, 2.130, 1.392], [-3.028, 1.572, 1.782], [-1.767, 0.840, 3.318], [-2.121, 1.315, 0.851], [-1.001, 0.774, 1.118], [-4.429, 2.040, 0.303], [-2.354, 1.592, -0.194], [-2.620, 2.364, 3.715], [-4.388, 3.193, 1.661], [-1.583, -1.657, -1.155], [-1.700, -2.811, -0.449], [-2.714, -2.952, 0.534], [-2.808, -4.117, 1.282], [-1.912, -5.177, 1.065], [-0.933, -5.070, 0.060], [-0.816, -3.899, -0.687], [-2.222, -0.902, -0.928], [-0.626, -1.330, -1.376], [-3.356, -2.089, 0.727], [-3.563, -4.187, 2.064], [-1.975, -6.084, 1.677], [-0.246, -5.906, -0.117], [-0.039, -3.772, -1.448]]}

=====

*ii*
{"formula": "C23H34BeCl2N3O3", "method": "the ωB97M-V functional and the def2-TZVPD basis", "lumo_energy_ev": 2.51, "total_charge": -1, "e_homo_ev": -3.2, "orbital_gap_ev": 5.75, "spin_multiplicity": 1, "species": ["O", "C", "C", "C", "H", "C", "H", "C", "H", "C", "H", "C", "H", "H", "C", "C", "H", "H", "H", "C", "C", "H", "H", "H", "H", "Be", "Cl", "Cl", "C", "O", "N", "C", "C", "H", "H", "H", "H", "H", "H", "H", "H", "H", "C", "C", "N", "H", "C", "O", "H", "H", "H", "H", "N", "C", "C", "C", "C", "C", "C", "H", "H", "H", "H", "H", "H", "H"], "coordinates": [[2.714, 1.092, -3.491], [2.456, 1.296, -4.669], [2.658, 2.599, -5.401], [3.007, 3.746, -4.675], [3.134, 3.675, -3.594], [3.187, 4.962, -5.339], [3.442, 5.850, -4.761], [3.035, 5.040, -6.730], [3.169, 5.994, -7.242], [2.708, 3.886, -7.458], [2.591, 3.944, -8.541], [2.526, 2.671, -6.795], [2.281, 1.762, -7.345], [2.022, 0.488, -5.303], [-2.667, 0.768, -2.340], [-2.182, -0.211, -1.369], [-3.734, 0.640, -2.537], [-2.110, 0.695, -3.283], [-2.505, 1.784, -1.955], [-2.906, -1.041, -0.636], [-4.412, -1.133, -0.543], [-2.417, -1.742, 0.043], [-4.947, -0.549, -1.307], [-4.759, -0.792, 0.446], [-4.733, -2.182, -0.625], [-0.361, -0.175, -1.129], [-0.355, 1.423, 0.035], [0.457, -0.348, -2.851], [-1.981, -0.090, 2.969], [-1.275, -1.058, 2.659], [-2.622, 0.049, 4.156], [-2.486, -0.950, 5.200], [-3.643, 1.063, 4.372], [-2.150, 0.764, 2.281], [-1.743, -1.696, 4.909], [-3.457, -1.431, 5.382], [-2.179, -0.464, 6.135], [-3.599, 1.786, 3.550], [-3.478, 1.573, 5.331], [-4.646, 0.607, 4.405], [-0.095, -4.897, 1.252], [2.016, -5.274, 0.246], [-0.427, -4.218, 0.463], [1.777, -4.620, -0.598], [0.765, -3.656, -0.178], [-1.040, -3.428, 0.895], [0.823, -2.392, -0.580], [-0.034, -1.517, -0.250], [2.677, -4.084, -0.910], [1.678, -2.105, -1.226], [-1.013, -4.801, -0.260], [1.422, -5.236, -1.436], [2.112, 0.264, 1.390], [1.890, 0.199, 2.716], [2.026, -1.027, 3.419], [1.680, -1.099, 4.765], [1.279, 0.046, 5.464], [1.246, 1.283, 4.804], [1.549, 1.367, 3.445], [2.423, -0.565, 0.894], [1.595, 0.946, 0.822], [2.365, -1.905, 2.861], [1.726, -2.067, 5.270], [1.003, -0.027, 6.514], [0.979, 2.191, 5.353], [1.542, 2.325, 2.913]]}

=====

Bottom line: *i*, by a margin of 0.0023 hartree.

=====

*i*
{"formula": "C5H7FO", "method": "the ωB97M-V functional and the def2-TZVPD basis", "lumo_energy_ev": 0.50, "e_homo_ev": -9.0, "orbital_gap_ev": 9.51, "spin_multiplicity": 1, "species": ["C", "C", "C", "C", "C", "H", "H", "H", "H", "H", "H", "H", "O", "F"], "coordinates": [[1.487, -0.305, 0.429], [1.554, 1.157, 0.408], [0.383, 0.440, -0.476], [-1.843, -0.619, 0.248], [-3.203, -0.168, -0.003], [1.095, -0.826, 1.268], [1.349, 1.582, 1.314], [2.474, 1.667, 0.030], [0.705, 0.711, -1.503], [-1.280, -1.713, 1.012], [-3.530, 1.079, -0.746], [-4.231, -0.937, 0.159], [-0.966, 0.635, -0.201], [2.319, -1.075, -0.395]]}

=====

*ii*
{"formula": "C5H7FO", "method": "the ωB97M-V functional and the def2-TZVPD basis", "smiles": "O[C@@H]1CC=C[C@H]1F", "lumo_energy_ev": 0.93, "e_homo_ev": -10.0, "orbital_gap_ev": 10.90, "spin_multiplicity": 1, "species": ["C", "C", "C", "C", "C", "H", "H", "H", "H", "H", "H", "H", "O", "F"], "coordinates": [[-0.161, 0.866, -0.383], [1.257, 0.807, 0.222], [1.411, -0.633, 0.504], [0.294, -1.353, 0.442], [-0.879, -0.453, 0.077], [0.535, 0.033, -2.038], [-0.650, 1.726, -0.029], [1.294, 1.403, 1.196], [2.080, 1.244, -0.390], [2.394, -1.035, 0.793], [0.255, -2.428, 0.541], [-1.469, -0.824, -0.753], [-0.035, 0.842, -1.825], [-1.743, -0.251, 1.124]]}

=====

Bottom line: *ii*, by a margin of 0.2590 hartree.

=====

*i*
{"formula": "FH3P2S", "method": "the ωB97M-V functional and the def2-TZVPD basis", "lumo_energy_ev": [-2.14, -1.08], "e_homo_ev": [-9.7, -8.8], "orbital_gap_ev": [7.53, 7.76], "spin_multiplicity": 1, "species": ["F", "P", "P", "S", "H", "H", "H"], "coordinates": [[-0.235, -0.405, 1.845], [-0.601, -1.109, -0.959], [-0.242, 0.508, 0.476], [-1.638, 1.844, 0.614], [0.574, -1.776, -0.609], [0.003, -0.381, -1.985], [2.139, 1.318, 0.619]]}

=====

*ii*
{"formula": "FH3P2S", "method": "the ωB97M-V functional and the def2-TZVPD basis", "lumo_energy_ev": [-1.03, -2.16], "e_homo_ev": [-8.6, -9.9], "orbital_gap_ev": [7.57, 7.71], "spin_multiplicity": 1, "species": ["F", "P", "P", "S", "H", "H", "H"], "coordinates": [[-1.207, -0.308, -1.483], [0.495, 1.388, 0.241], [-0.826, -0.418, 0.087], [-2.504, -0.480, 1.025], [1.270, 0.737, -0.781], [1.404, 1.072, 1.297], [1.367, -1.990, -0.386]]}

=====

Bottom line: *i*, by a margin of 0.0140 hartree.

=====

*i*
{"formula": "H14LiO7", "method": "the ωB97M-V functional and the def2-TZVPD basis", "lumo_energy_ev": -3.17, "total_charge": 1, "e_homo_ev": -14.7, "orbital_gap_ev": 11.50, "spin_multiplicity": 1, "species": ["Li", "O", "H", "H", "O", "H", "H", "O", "H", "H", "O", "H", "H", "O", "H", "H", "O", "H", "H", "O", "H", "H"], "coordinates": [[-11.792, -37.682, 14.924], [-13.072, -36.319, 13.862], [-12.769, -35.543, 14.036], [-12.900, -36.542, 12.929], [-11.225, -36.408, 16.597], [-12.057, -36.401, 16.977], [-10.631, -35.847, 17.207], [-13.472, -39.500, 14.701], [-13.805, -39.165, 15.602], [-14.506, -39.971, 14.579], [-13.137, -38.278, 17.428], [-13.295, -37.686, 18.142], [-12.770, -39.110, 17.790], [-9.835, -37.030, 14.017], [-8.890, -37.294, 14.115], [-9.817, -36.930, 13.087], [-10.908, -39.370, 16.045], [-10.018, -39.596, 15.931], [-11.128, -39.596, 16.985], [-12.052, -38.792, 12.802], [-12.347, -38.666, 11.797], [-12.794, -39.262, 13.125]]}

=====

*ii*
{"formula": "H14LiO7", "method": "the ωB97M-V functional and the def2-TZVPD basis", "lumo_energy_ev": -3.37, "total_charge": 1, "e_homo_ev": -14.8, "orbital_gap_ev": 11.41, "spin_multiplicity": 1, "species": ["Li", "O", "H", "H", "O", "H", "H", "O", "H", "H", "O", "H", "H", "O", "H", "H", "O", "H", "H", "O", "H", "H"], "coordinates": [[0.260, 0.001, -0.239], [1.532, 1.621, -0.088], [1.462, 2.236, -0.988], [1.523, 2.275, 0.674], [1.227, -1.859, 0.179], [1.809, -2.559, 0.431], [0.429, -2.191, 0.723], [-1.497, 2.226, 1.698], [-1.020, 1.400, 1.565], [-0.935, 3.043, 1.853], [-1.330, -2.422, -0.047], [-1.053, -2.567, -1.024], [-2.284, -2.033, -0.148], [0.680, -0.569, -2.197], [1.540, -0.604, -2.734], [0.376, -1.511, -2.411], [-0.804, 1.064, -1.100], [-1.105, 1.126, -1.976], [-0.974, 1.818, -0.768], [0.140, -0.183, 1.722], [-0.535, -0.455, 2.396], [0.565, 0.146, 2.476]]}

=====

Bottom line: *i*, by a margin of 0.0189 hartree.

=====

*i*
{"formula": "H8LiO4", "method": "the ωB97M-V functional and the def2-TZVPD basis", "lumo_energy_ev": -3.62, "total_charge": 1, "e_homo_ev": -15.9, "orbital_gap_ev": 12.26, "spin_multiplicity": 1, "species": ["Li", "O", "H", "H", "O", "H", "H", "O", "H", "H", "O", "H", "H"], "coordinates": [[40.375, 24.288, 0.054], [40.765, 23.474, 2.126], [41.238, 23.930, 2.908], [41.121, 22.560, 1.955], [40.827, 26.259, 0.126], [41.180, 26.955, -0.500], [40.419, 26.613, 0.784], [41.029, 23.081, -1.064], [40.653, 23.502, -1.905], [42.093, 22.868, -1.218], [38.321, 23.882, 0.105], [37.548, 24.013, 0.725], [37.810, 23.964, -0.714]]}

=====

*ii*
{"formula": "H8LiO4", "method": "the ωB97M-V functional and the def2-TZVPD basis", "lumo_energy_ev": -3.40, "total_charge": 1, "e_homo_ev": -16.2, "orbital_gap_ev": 12.81, "spin_multiplicity": 1, "species": ["Li", "O", "H", "H", "O", "H", "H", "O", "H", "H", "O", "H", "H"], "coordinates": [[0.121, 0.037, -0.023], [-0.998, -0.742, -1.406], [-1.847, -1.036, -1.075], [-1.118, -0.680, -2.354], [1.551, 0.588, -1.175], [1.545, 1.352, -1.751], [2.194, -0.003, -1.567], [-0.368, 1.558, 1.297], [-0.178, 2.374, 0.835], [-0.862, 1.829, 2.071], [0.015, -1.399, 1.565], [0.394, -1.723, 2.382], [-0.448, -2.154, 1.200]]}

=====

Bottom line: *ii*, by a margin of 0.0461 hartree.

=====

*i*
{"formula": "C4H5ClN2", "method": "the ωB97M-V functional and the def2-TZVPD basis", "smiles": "Nn1cccc1Cl", "lumo_energy_ev": 0.83, "e_homo_ev": -8.2, "orbital_gap_ev": 9.01, "spin_multiplicity": 1, "species": ["C", "C", "C", "C", "H", "H", "H", "H", "H", "N", "N", "Cl"], "coordinates": [[-1.829, 0.248, -0.046], [-1.819, -1.141, 0.052], [-0.448, -1.513, 0.052], [0.302, -0.373, -0.076], [-0.360, 2.536, -0.761], [-0.644, 2.459, 0.908], [-2.605, 0.938, -0.194], [-2.626, -1.843, 0.171], [0.078, -2.458, -0.142], [-0.147, 2.029, 0.072], [-0.562, 0.694, -0.081], [1.994, -0.236, 0.011]]}

=====

*ii*
{"formula": "C4H5ClN2", "method": "the ωB97M-V functional and the def2-TZVPD basis", "lumo_energy_ev": [-0.04, 0.08], "e_homo_ev": [-8.3, -8.1], "orbital_gap_ev": [8.21, 8.15], "spin_multiplicity": 1, "species": ["C", "C", "C", "C", "N", "N", "Cl", "H", "H", "H", "H", "H"], "coordinates": [[-0.148, 0.584, -1.090], [-0.237, -0.013, 0.058], [-2.678, -0.405, -0.763], [0.288, -0.637, 1.242], [-2.530, 0.371, -1.705], [-1.320, 0.891, -1.974], [-3.869, -1.460, -0.280], [0.793, 0.720, -1.656], [-0.280, -1.433, 1.559], [1.286, -0.963, 1.358], [0.167, 0.199, 1.937], [-1.552, 1.739, -2.525]]}

=====

*iii*
{"formula": "C4H5ClN2", "method": "the ωB97M-V functional and the def2-TZVPD basis", "smiles": "Cc1[nH]ncc1Cl", "lumo_energy_ev": 0.86, "e_homo_ev": -9.0, "orbital_gap_ev": 9.82, "spin_multiplicity": 1, "species": ["C", "C", "C", "C", "H", "H", "H", "H", "H", "N", "N", "Cl"], "coordinates": [[0.047, -0.610, 1.597], [0.041, -0.029, 0.259], [-0.239, 0.489, -1.852], [-0.818, -0.189, -0.766], [0.989, -0.421, 2.075], [-0.128, -1.697, 1.556], [-0.765, -0.147, 2.196], [1.742, 1.260, 0.323], [-0.501, 0.565, -2.909], [1.030, 0.755, -0.196], [0.885, 1.077, -1.519], [-2.283, -1.055, -0.764]]}

=====

Bottom line: *iii*, by a margin of 0.0384 hartree.